Density functional theory data (ωB97M-V with the def2-TZVPD basis set) for a cluster of 2 separate species, C2H9N2O in total.

Summary:
Charge = -1
Frontier orbital gap = 7.450 eV
2S+1 = 1

Each line ends with the Löwdin charge.
Element x y z (Å)
C: -1.909 -1.307 0.941  -0.4540
O: -1.270 -0.514 0.048  -0.4178
H: -2.954 -0.977 1.213  0.0290
H: -1.426 -1.418 1.954  0.0314
H: -2.045 -2.362 0.593  0.0285
N: 0.704 1.485 0.330  -0.0458
C: 1.627 0.450 -0.170  -0.4219
N: 1.181 -0.077 -1.448  -0.0325
H: 0.951 1.583 1.312  0.0338
H: -0.211 0.982 0.319  0.0180
H: 1.706 -0.362 0.542  0.0880
H: 2.614 0.913 -0.284  0.0755
H: 0.727 0.702 -1.919  0.0467
H: 0.391 -0.685 -1.233  0.0211

Density functional theory data (ωB97M-V with the def2-TZVPD basis set) for a structure of composition C13H36KO15.

Summary:
Charge = -1
Frontier orbital gap = 7.085 eV
2S+1 = 1

Each line ends with the Löwdin charge.
Element x y z (Å)
K: -0.067 -2.397 2.920  0.9314
C: 0.700 -0.026 0.730  -0.9744
O: 1.570 -0.860 1.074  -0.1014
O: 1.069 0.911 0.123  0.0122
O: -0.464 -0.375 1.007  -0.1214
C: 1.244 4.359 -0.846  -0.2555
C: 0.995 4.299 0.608  -0.2904
O: 1.691 3.290 1.247  -0.0575
O: 2.571 4.734 -0.902  -0.0721
H: 0.678 5.131 -1.367  0.1232
H: 1.118 3.421 -1.385  0.1142
H: -0.069 4.097 0.734  0.1054
H: 1.106 5.229 1.165  0.1224
H: 1.504 2.417 0.894  0.0333
H: 3.171 4.168 -0.411  0.0851
C: 0.173 0.231 -3.085  -0.2139
C: -0.884 1.395 -3.012  -0.2457
O: -1.235 1.569 -1.678  -0.0560
O: 1.424 0.534 -2.475  -0.0759
H: 0.469 -0.069 -4.090  0.1111
H: -0.248 -0.597 -2.514  0.0848
H: -1.706 1.086 -3.658  0.1027
H: -0.543 2.276 -3.555  0.1024
H: -0.514 1.330 -1.092  0.0359
H: 1.345 0.618 -1.522  0.0152
C: 0.324 -3.613 -1.264  -0.2050
C: 1.028 -4.741 -2.014  -0.2428
O: 0.508 -5.002 -3.322  -0.0767
O: 1.080 -3.491 -0.046  -0.0886
H: -0.671 -4.009 -1.065  0.1041
H: 0.193 -2.651 -1.760  0.1153
H: 0.872 -5.619 -1.387  0.1096
H: 2.109 -4.655 -2.119  0.1180
H: 0.977 -5.761 -3.676  0.0723
H: 1.269 -2.557 0.072  0.0332
C: 3.952 0.729 2.951  -0.2897
C: 4.705 0.661 1.603  -0.2537
O: 3.930 1.033 0.521  -0.0656
O: 3.258 -0.398 3.166  -0.0656
H: 3.391 1.657 3.056  0.1196
H: 4.766 0.742 3.676  0.1062
H: 5.099 -0.324 1.353  0.1137
H: 5.542 1.358 1.575  0.1071
H: 3.012 0.759 0.579  0.0367
H: 2.691 -0.669 2.441  0.0260
C: -3.006 -2.044 -0.134  -0.2306
C: -4.327 -2.321 -0.862  -0.2156
O: -5.109 -1.102 -0.993  -0.0722
O: -2.180 -1.153 -0.911  -0.0795
H: -2.451 -2.954 0.095  0.1052
H: -3.298 -1.538 0.786  0.0987
H: -4.885 -2.989 -0.206  0.1088
H: -4.164 -2.869 -1.791  0.1110
H: -4.530 -0.436 -1.371  0.0722
H: -1.552 -0.878 -0.239  0.0152
C: -3.175 1.331 1.747  -0.1930
C: -3.064 0.502 3.074  -0.2333
O: -2.222 -0.606 2.974  -0.1584
O: -1.966 1.984 1.360  -0.0677
H: -3.966 2.080 1.799  0.1157
H: -3.432 0.653 0.933  0.0994
H: -4.050 0.060 3.220  0.1068
H: -2.856 1.107 3.957  0.1108
H: -1.604 -0.412 2.265  -0.0153
H: -1.297 1.368 1.051  0.0323

Density functional theory data (ωB97M-V with the def2-TZVPD basis set) for an isolated molecule of C27H32N4O6S.

Summary:
SMILES = CCOC(=O)N1CCN(C(=O)c2ccc(Cn3c(=S)[nH]c4cc(OCC)c(OCC)cc4c3=O)cc2)CC1
Frontier orbital gap = 8.309 eV
2S+1 = 1

Each line ends with the Löwdin charge.
Element x y z (Å)
C: 7.417 0.035 6.044  -0.0631
C: 6.044 0.347 6.621  -0.2199
H: 6.124 0.960 7.521  0.1222
H: 5.512 -0.583 6.848  0.1210
O: 5.256 1.124 5.721  -0.0135
C: 4.631 0.431 4.741  -0.5390
O: 4.689 -0.770 4.617  0.0881
N: 3.897 1.236 3.938  -0.0374
C: 3.891 2.681 3.995  -0.1008
H: 4.447 3.011 4.870  0.1253
C: 4.509 3.247 2.712  -0.1065
N: 3.824 2.708 1.555  -0.0469
C: 2.963 3.500 0.865  -0.4250
O: 2.807 4.677 1.132  0.0757
C: 2.249 2.843 -0.273  -0.1578
C: 2.947 2.400 -1.391  -0.0248
C: 2.272 1.806 -2.440  -0.0532
C: 0.894 1.645 -2.389  -0.2434
C: 0.195 2.124 -1.288  -0.0121
C: 0.866 2.725 -0.240  -0.0025
H: 0.320 3.098 0.614  0.1216
H: -0.881 2.025 -1.252  0.1183
C: 0.162 0.944 -3.502  -0.1225
N: -0.770 -0.048 -2.982  0.0034
C: -0.249 -1.152 -2.372  -0.7662
N: -1.120 -2.061 -1.862  0.0829
C: -2.486 -1.932 -1.922  -0.1766
C: -3.020 -0.804 -2.545  -0.0658
C: -4.403 -0.658 -2.602  0.0895
C: -5.265 -1.602 -2.070  -0.1776
C: -4.713 -2.759 -1.455  -0.1682
C: -3.334 -2.896 -1.385  0.0598
H: -2.893 -3.762 -0.920  0.1117
O: -5.573 -3.690 -0.970  -0.0675
C: -5.071 -4.854 -0.339  -0.2453
C: -6.267 -5.684 0.100  -0.0565
H: -5.925 -6.589 0.592  0.0783
H: -6.883 -5.114 0.790  0.0798
H: -6.870 -5.954 -0.762  0.0800
H: -4.460 -4.578 0.531  0.1293
H: -4.450 -5.425 -1.043  0.1290
O: -6.580 -1.320 -2.227  -0.0287
C: -7.598 -1.999 -1.508  -0.2449
C: -8.891 -1.233 -1.742  -0.0613
H: -9.114 -1.202 -2.805  0.0775
H: -9.708 -1.720 -1.219  0.0757
H: -8.791 -0.213 -1.381  0.0777
H: -7.696 -3.029 -1.867  0.1209
H: -7.356 -2.020 -0.439  0.1273
H: -4.818 0.216 -3.079  0.1389
C: -2.138 0.212 -3.117  -0.3608
O: -2.524 1.217 -3.673  0.0957
H: -0.703 -2.872 -1.423  0.1334
S: 1.368 -1.440 -2.230  0.7122
H: -0.441 1.657 -4.074  0.1324
H: 0.873 0.446 -4.166  0.1136
H: 2.821 1.444 -3.296  0.1146
H: 4.020 2.514 -1.433  0.1242
C: 3.861 1.265 1.497  -0.1091
H: 3.320 0.904 0.624  0.1191
C: 3.238 0.686 2.775  -0.0995
H: 3.350 -0.399 2.802  0.1264
H: 2.174 0.946 2.811  0.1345
H: 4.906 0.944 1.427  0.1368
H: 4.406 4.333 2.685  0.1238
H: 5.568 2.973 2.655  0.1336
H: 2.853 3.024 4.075  0.1364
H: 7.310 -0.587 5.159  0.0737
H: 8.009 -0.499 6.781  0.0761
H: 7.931 0.955 5.774  0.0762

Density functional theory data (ωB97M-V with the def2-TZVPD basis set) for a cluster of 2 separate species, C3H10OS2 in total.

Summary:
Charge = +1
Frontier orbital gap (alpha / beta) = 7.855 / 4.300 eV
2S+1 = 2

Each line ends with the Löwdin charge.
Element x y z (Å)
C: 2.756 3.305 0.227  -0.4042
S: 1.612 3.127 -1.096  0.7100
S: -0.276 3.039 -0.277  0.5978
H: 2.328 3.451 1.223  0.0676
H: 3.437 4.148 0.093  0.0698
H: 3.344 2.374 0.238  0.0766
H: -0.618 1.817 -0.708  -0.1246
C: -2.004 -2.180 0.207  -0.3290
O: -2.127 -1.291 -0.880  -0.0828
C: -0.611 -2.715 0.369  -0.1114
H: -2.210 -1.594 1.116  0.1133
H: -2.669 -3.046 0.112  0.1212
H: -2.419 -1.700 -1.688  0.0790
H: 0.230 -2.019 0.267  0.0660
H: -0.419 -3.323 1.250  0.0766
H: -0.354 -3.393 -0.453  0.0739

Density functional theory data (ωB97M-V with the def2-TZVPD basis set) for an isolated molecule of C6H8OS.

Summary:
SMILES = C=C(/C=C/C)OC=S
Frontier orbital gap = 8.715 eV
2S+1 = 1

Each line ends with the Löwdin charge.
Element x y z (Å)
C: 0.659 2.844 -0.453  -0.1025
C: -0.166 1.515 -0.308  -0.1253
C: 0.405 0.303 -0.467  -0.0983
C: -0.143 -1.097 -0.194  -0.3351
C: 0.486 -2.128 -0.986  0.0490
C: -1.333 -2.012 1.619  -0.6427
H: 0.806 3.098 0.649  0.0870
H: 0.095 3.734 -0.959  0.0943
H: 1.593 2.970 -0.912  0.0301
H: -1.180 1.556 0.109  0.1088
H: 1.565 0.100 -0.866  0.1602
H: 1.339 -1.934 -1.625  0.0348
H: 0.316 -3.298 -0.533  0.1161
H: -0.540 -2.925 1.686  0.1383
O: -1.255 -1.044 0.653  -0.1648
S: -2.648 -1.680 2.586  0.6501

Density functional theory data (ωB97M-V with the def2-TZVPD basis set) for an isolated molecule of C5H8O2.

Summary:
SMILES = CC1=C[C@]1(O)CO
Frontier orbital gap = 10.624 eV
2S+1 = 1

Each line ends with the Löwdin charge.
Element x y z (Å)
C: -1.955 -0.336 -0.999  -0.0202
C: -0.678 0.269 -0.563  -0.1608
C: 0.230 1.201 -0.670  0.0954
C: 0.271 0.356 0.557  -0.4516
O: -0.265 0.834 1.769  0.0173
C: 1.376 -0.669 0.782  -0.2082
O: 1.908 -1.157 -0.422  -0.0504
H: -2.151 -0.142 -2.057  0.0807
H: -2.762 0.113 -0.409  0.0912
H: -1.974 -1.414 -0.817  0.0841
H: 1.813 -0.445 -1.070  0.0742
H: 0.579 2.069 -1.213  0.1060
H: 0.464 1.054 2.362  0.0930
H: 2.166 -0.211 1.407  0.1217
H: 0.977 -1.523 1.342  0.1278

Density functional theory data (ωB97M-V with the def2-TZVPD basis set) for an isolated molecule of C3H4N2O3.

Summary:
SMILES = C=NNC(=O)C(=O)O
Frontier orbital gap = 8.968 eV
2S+1 = 1

Each line ends with the Löwdin charge.
Element x y z (Å)
C: -0.235 0.941 -1.841  -0.3361
C: -0.540 -0.233 -0.903  -0.3799
C: 0.381 -1.359 2.282  -0.0029
H: 0.300 2.556 -1.869  0.2529
H: 0.629 0.484 0.682  0.1208
H: 1.063 -0.717 2.899  0.0759
H: -0.048 -2.438 2.479  0.1034
N: 0.032 -0.187 0.318  0.0186
N: -0.373 -1.041 1.236  -0.0375
O: 0.886 1.676 -1.341  -0.0232
O: -0.894 1.515 -2.734  0.0847
O: -1.201 -1.197 -1.209  0.1234

Density functional theory data (ωB97M-V with the def2-TZVPD basis set) for an isolated molecule of C5H9N.

Summary:
SMILES = C=C/C(C)=C/N
Frontier orbital gap = 8.934 eV
2S+1 = 1

Each line ends with the Löwdin charge.
Element x y z (Å)
C: 1.047 -1.155 -0.307  -0.0665
N: -0.027 0.878 -2.135  0.0486
C: -0.139 0.992 -0.751  -0.1839
C: 0.345 0.116 0.150  -0.3039
C: -0.228 0.104 1.526  -0.1696
C: -1.175 -0.750 1.905  -0.0054
H: 0.956 -1.910 0.471  0.0691
H: 2.120 -0.988 -0.438  0.0787
H: 0.638 -1.562 -1.231  0.0653
H: 0.431 0.048 -2.470  0.0619
H: 0.314 1.703 -2.604  0.0798
H: -0.360 1.997 -0.406  0.1157
H: 0.150 0.780 2.293  0.0955
H: -1.649 -1.394 1.174  0.0646
H: -1.722 -0.576 2.823  0.0501

Ordered E results: -7247.30244; -61103.17241; -57601.10032; -26981.80672; -19229.78611; -9407.08810; -12294.57702; -6819.38074; unit eV.
Ordered ΔE to the lowest compared entry with this formula, charge and spin results: 6.97; 43.67; 23.99; 27.45; 103.26; 63.28; 101.89; 37.22; unit kcal/mol.